The following is a quantum chemistry calculation of a molecular structure, C53H43Br2N6O2P3S2Se2Tl at a distorted geometry, from OMol25.

energy relative to the best compared isomer or geometry (same formula, charge and spin)	321.0	kJ/mol
Kohn-Sham gap (spin up / spin down)	4.202 / 5.056	eV
highest occupied orbital energy (spin up / spin down)	-9.6 / -9.6	eV

Structure (ORCA input):
```
! RIJCOSX wB97M-V def2-TZVPD def2/J DEFGRID3
* xyz 1 1
Tl -0.11 -1.09 1.76
Br 3.20 -0.92 6.16
C 3.14 0.51 4.84
Br 1.13 1.10 4.61
H 3.44 0.12 3.81
H 3.76 1.33 5.18
Se 3.24 2.14 -5.17
P 4.29 0.94 -3.81
C 4.53 -0.65 -4.73
C 3.48 -1.60 -4.73
C 3.49 -2.71 -5.62
C 4.61 -2.90 -6.38
C 5.70 -2.05 -6.27
C 5.71 -0.88 -5.50
C 5.99 1.25 -3.30
C 6.65 0.23 -2.61
C 8.02 0.35 -2.32
C 8.72 1.52 -2.69
C 8.02 2.58 -3.25
C 6.66 2.42 -3.62
C 3.60 0.62 -2.13
C 2.39 1.08 -1.59
N 2.13 0.17 -0.53
N 3.11 -0.69 -0.45
N 3.99 -0.53 -1.42
P 1.46 2.61 -1.89
Se 0.63 3.39 -0.10
C 0.11 2.34 -3.02
C -0.07 1.03 -3.54
C -1.28 0.79 -4.19
C -2.32 1.73 -4.24
C -2.02 3.04 -3.85
C -0.91 3.32 -3.10
C 2.70 3.84 -2.44
C 2.35 4.91 -3.27
C 3.31 5.83 -3.61
C 4.61 5.70 -3.12
C 4.92 4.67 -2.20
C 3.97 3.67 -1.91
H 2.58 -1.41 -4.11
H 2.52 -3.24 -5.85
H 4.64 -3.76 -7.08
H 6.62 -2.38 -6.68
H 6.59 -0.22 -5.52
H 6.14 -0.66 -2.26
H 8.58 -0.46 -1.83
H 9.77 1.57 -2.45
H 8.57 3.49 -3.44
H 6.11 3.23 -4.19
H 0.67 0.26 -3.34
H -1.50 -0.16 -4.67
H -3.28 1.60 -4.70
H -2.74 3.84 -3.93
H -0.76 4.38 -2.67
H 1.29 4.99 -3.69
H 3.08 6.63 -4.36
H 5.36 6.44 -3.38
H 5.92 4.51 -1.79
H 4.14 2.73 -1.33
O -4.55 -0.22 9.41
C -4.88 -1.11 8.43
O -5.92 -1.74 8.59
C -4.00 -1.33 7.09
C -4.03 -2.61 6.55
C -3.07 -3.07 5.60
C -2.10 -2.16 5.25
C -2.25 -0.81 5.57
C -3.10 -0.39 6.58
N -0.90 -2.48 4.60
C -0.34 -3.64 4.64
C 0.89 -3.84 3.89
C 1.70 -4.96 4.16
C 2.85 -5.12 3.43
C 3.23 -4.15 2.47
C 2.45 -3.01 2.40
N 1.26 -2.88 3.03
H -3.81 0.41 9.15
H -4.81 -3.25 6.90
H -2.96 -4.15 5.28
H -1.49 -0.12 5.17
H -2.98 0.67 6.84
H -0.78 -4.52 5.12
H 1.33 -5.66 4.86
H 3.43 -6.04 3.49
H 4.18 -4.16 1.94
H 2.73 -2.18 1.79
N -0.21 -3.75 -0.48
C -0.51 -2.76 0.10
H 0.23 -4.58 -1.00
S -8.40 -0.51 3.18
P -6.76 -0.93 2.04
S -5.34 -2.15 2.51
C -7.45 -1.25 0.41
C -6.86 -2.19 -0.45
C -7.53 -2.49 -1.63
C -8.81 -1.98 -1.95
C -9.31 -1.03 -1.11
C -8.63 -0.63 0.04
C -6.07 0.75 1.83
C -6.28 1.51 0.71
C -5.95 2.87 0.68
C -5.32 3.37 1.84
C -4.98 2.55 2.90
C -5.38 1.24 2.93
H -5.88 -2.62 -0.39
H -7.00 -3.26 -2.25
H -9.32 -2.37 -2.82
H -10.30 -0.67 -1.36
H -9.04 0.27 0.45
H -6.80 1.04 -0.15
H -6.19 3.48 -0.19
H -5.09 4.41 1.96
H -4.36 3.03 3.65
H -5.24 0.61 3.82
*
```

=====

The following is a quantum chemistry calculation of 3 unconnected molecules or ions with the total composition C23H56Br2N8O4P2 at a distorted geometry, from OMol25.

SMILES	[H]/N=C\C[C@](CN)(C[C@@H](C)Br)OC(=O)C[C@H](C)Br.CN(C)P(=O)(N(C)C)N(C)C.CN(C)P(=O)(N(C)C)N(C)C
Kohn-Sham gap	8.875	eV
highest occupied orbital energy	-8.4	eV

Structure (ORCA input):
```
! RIJCOSX wB97M-V def2-TZVPD def2/J DEFGRID3
* xyz 0 1
H 0.69 -5.18 -3.39
N 1.31 -4.88 -4.14
C 2.38 -5.55 -4.13
C 2.70 -6.64 -3.14
C 4.07 -6.40 -2.41
C 5.07 -7.33 -3.13
N 6.49 -7.08 -2.98
C 3.82 -6.69 -0.92
C 4.96 -7.14 -0.01
C 4.50 -7.00 1.45
Br 5.37 -9.05 -0.24
O 4.41 -5.02 -2.71
C 5.07 -4.29 -1.77
O 6.23 -4.41 -1.52
C 4.23 -3.22 -1.12
C 4.40 -3.22 0.42
C 3.03 -3.25 1.09
Br 5.42 -1.67 1.02
H 3.13 -5.29 -4.88
H 2.68 -7.63 -3.59
H 1.92 -6.58 -2.38
H 4.86 -7.20 -4.20
H 4.84 -8.38 -2.93
H 6.71 -6.18 -3.36
H 6.79 -7.10 -2.01
H 3.07 -7.48 -0.88
H 3.34 -5.82 -0.45
H 5.87 -6.56 -0.11
H 3.45 -7.30 1.53
H 5.09 -7.68 2.06
H 4.67 -5.99 1.83
H 4.67 -2.28 -1.47
H 3.19 -3.28 -1.42
H 5.02 -4.08 0.66
H 2.46 -4.10 0.71
H 3.12 -3.26 2.18
H 2.48 -2.36 0.78
C -3.12 -0.75 -1.97
N -2.31 -1.39 -0.96
C -3.08 -2.41 -0.26
P -1.17 -0.57 0.01
O -0.32 -1.67 0.55
N -0.02 0.25 -0.99
C -0.02 0.07 -2.44
C 1.34 0.17 -0.47
N -2.10 0.86 0.31
C -1.47 2.18 0.26
C -2.80 0.74 1.62
H -3.94 -0.16 -1.55
H -3.56 -1.52 -2.61
H -2.54 -0.11 -2.63
H -3.92 -1.98 0.31
H -2.45 -2.96 0.43
H -3.49 -3.13 -0.97
H -0.05 -0.99 -2.73
H 0.87 0.52 -2.86
H -0.86 0.59 -2.90
H 1.82 -0.78 -0.72
H 1.35 0.28 0.61
H 1.95 0.99 -0.88
H -0.58 2.26 0.89
H -2.19 2.93 0.60
H -1.20 2.45 -0.76
H -2.10 0.80 2.46
H -3.32 -0.21 1.68
H -3.54 1.53 1.72
C -5.77 6.83 3.13
N -4.83 6.02 2.38
C -4.75 4.68 2.97
P -3.36 6.60 1.73
O -2.99 5.56 0.74
N -3.68 7.94 0.68
C -5.05 8.32 0.36
C -2.86 7.94 -0.52
N -2.90 7.61 3.06
C -2.34 8.94 2.82
C -1.95 6.88 3.95
H -5.44 7.05 4.15
H -6.72 6.29 3.20
H -5.99 7.77 2.64
H -4.33 4.70 3.99
H -4.12 4.04 2.36
H -5.74 4.23 3.02
H -5.66 7.47 0.03
H -5.04 9.06 -0.44
H -5.54 8.81 1.20
H -3.24 7.27 -1.30
H -1.84 7.63 -0.29
H -2.81 8.96 -0.92
H -1.50 8.95 2.13
H -2.00 9.35 3.78
H -3.11 9.62 2.44
H -0.97 6.74 3.48
H -2.35 5.89 4.20
H -1.82 7.42 4.89
*
```

=====

The following is a quantum chemistry calculation of 4 unconnected molecules or ions with the total composition CH10NO3 at a distorted geometry, from OMol25.

energy relative to the best compared isomer or geometry (same formula, charge and spin)	142.1	kJ/mol
Kohn-Sham gap	8.973	eV
highest occupied orbital energy	-14.6	eV

Structure (ORCA input):
```
! RIJCOSX wB97M-V def2-TZVPD def2/J DEFGRID3
* xyz 1 1
C 3.27 -1.70 -0.26
N 2.34 -0.76 -0.36
H 3.73 -1.96 0.60
H 3.11 -2.53 -1.11
H 1.82 -0.10 0.35
H 1.90 -0.71 -1.27
H -2.72 1.04 0.21
H -2.54 2.01 -0.83
O -2.15 1.23 -0.53
H -2.04 1.82 2.92
H -3.06 0.73 3.02
O -2.65 1.32 2.43
H -0.76 0.32 -1.24
H -0.18 -0.42 -2.48
O -0.04 -0.30 -1.46
*
```

=====

The following is a quantum chemistry calculation of a molecular structure, C5H7NO2 at a distorted geometry, from OMol25.

energy relative to the best compared isomer or geometry (same formula, charge and spin)	535.8	kJ/mol
Kohn-Sham gap (spin up / spin down)	8.221 / 8.219	eV
highest occupied orbital energy (spin up / spin down)	-8.5 / -8.5	eV

Structure (ORCA input):
```
! RIJCOSX wB97M-V def2-TZVPD def2/J DEFGRID3
* xyz 0 1
C 0.39 -0.90 -0.96
C 1.32 -0.02 0.96
C 0.09 0.64 1.14
C -0.39 0.77 -0.77
C -0.21 -2.06 -1.21
O 1.44 -0.87 -0.04
O 0.11 1.67 2.06
N -1.57 1.05 -1.12
H 0.22 2.55 1.67
H -2.26 0.41 -0.72
H 2.26 0.37 1.32
H -0.77 0.00 1.32
H 0.40 1.43 -1.14
H -1.11 -2.08 -1.80
H 0.08 -2.98 -0.73
*
```

=====

The following is a quantum chemistry calculation of 6 unconnected molecules or ions with the total composition C33H75N3O9 at a distorted geometry, from OMol25.

SMILES	CC1(C)CCCC(C)(C)N1O.CC1(C)CCCC(C)(C)N1O.CC1(C)CCCC(C)(C)N1O.OCCO.OCCO.OCCO
energy relative to the best compared isomer or geometry (same formula, charge and spin)	476.1	kJ/mol
Kohn-Sham gap	8.456	eV
highest occupied orbital energy	-8.1	eV

Structure (ORCA input):
```
! RIJCOSX wB97M-V def2-TZVPD def2/J DEFGRID3
* xyz 0 1
C 10.11 -15.78 -15.91
C 11.36 -15.08 -16.41
C 12.57 -15.92 -15.74
C 11.45 -15.37 -18.01
C 12.51 -14.61 -18.69
C 12.37 -13.19 -18.30
C 12.44 -12.86 -16.72
C 13.89 -13.08 -16.08
C 12.15 -11.32 -16.60
N 11.36 -13.65 -16.09
O 11.06 -13.26 -14.79
H 9.71 -16.70 -16.35
H 10.04 -15.88 -14.83
H 9.33 -15.03 -16.02
H 12.81 -15.73 -14.69
H 12.27 -16.97 -15.68
H 13.54 -15.90 -16.23
H 11.57 -16.43 -18.27
H 10.50 -15.15 -18.49
H 13.48 -14.92 -18.29
H 12.50 -14.79 -19.77
H 11.43 -12.82 -18.72
H 13.15 -12.63 -18.80
H 14.59 -13.76 -16.56
H 13.65 -13.49 -15.10
H 14.42 -12.16 -15.84
H 12.73 -10.80 -17.36
H 12.31 -10.89 -15.61
H 11.18 -10.99 -16.99
H 11.94 -13.27 -14.42
C 15.39 -8.48 -17.71
C 16.32 -8.17 -16.52
C 16.24 -6.67 -16.20
C 15.68 -8.94 -15.39
C 16.58 -8.85 -14.12
C 17.81 -9.57 -14.58
C 18.61 -9.07 -15.80
C 19.50 -7.77 -15.34
C 19.54 -10.19 -16.41
N 17.63 -8.67 -16.84
O 18.21 -8.05 -17.96
H 15.24 -9.53 -17.96
H 14.40 -8.02 -17.62
H 15.81 -8.11 -18.65
H 16.73 -6.00 -16.92
H 15.23 -6.27 -16.21
H 16.81 -6.40 -15.31
H 14.83 -8.40 -14.98
H 15.41 -9.98 -15.60
H 16.80 -7.86 -13.72
H 16.15 -9.39 -13.28
H 17.73 -10.65 -14.44
H 18.50 -9.32 -13.76
H 18.93 -6.95 -14.91
H 20.23 -7.34 -16.03
H 20.13 -8.22 -14.56
H 20.23 -10.62 -15.69
H 20.18 -9.87 -17.23
H 18.94 -10.99 -16.85
H 18.23 -7.15 -17.63
C 20.47 -18.41 -18.91
C 19.07 -18.33 -18.26
C 18.40 -19.63 -18.27
C 19.40 -17.85 -16.81
C 18.16 -17.34 -16.07
C 17.67 -16.12 -16.81
C 17.21 -16.49 -18.28
C 15.88 -17.27 -18.37
C 17.10 -15.14 -19.11
N 18.31 -17.25 -18.88
O 18.27 -17.36 -20.29
H 20.43 -18.76 -19.94
H 21.07 -17.51 -18.78
H 21.06 -19.26 -18.58
H 17.74 -19.73 -17.41
H 17.70 -19.86 -19.07
H 19.17 -20.39 -18.36
H 20.04 -18.61 -16.37
H 20.12 -17.04 -16.72
H 17.31 -18.02 -15.96
H 18.39 -17.16 -15.02
H 18.37 -15.28 -16.80
H 16.88 -15.62 -16.25
H 15.56 -17.33 -19.41
H 15.17 -16.79 -17.69
H 16.00 -18.35 -18.29
H 16.79 -15.46 -20.10
H 17.98 -14.49 -19.09
H 16.32 -14.48 -18.73
H 17.57 -17.99 -20.49
O 12.76 -11.03 -21.86
C 12.23 -11.93 -22.74
C 11.12 -12.70 -22.06
O 9.83 -12.11 -22.04
H 12.27 -10.21 -21.96
H 11.95 -11.53 -23.72
H 13.08 -12.59 -22.89
H 11.32 -13.00 -21.03
H 10.97 -13.64 -22.58
H 9.85 -11.15 -22.02
O 14.75 -7.72 -24.98
C 15.74 -8.55 -24.37
C 16.08 -8.23 -22.97
O 16.27 -6.87 -22.82
H 14.94 -6.79 -24.79
H 15.40 -9.58 -24.35
H 16.52 -8.59 -25.13
H 16.96 -8.75 -22.61
H 15.25 -8.35 -22.27
H 16.80 -6.56 -22.08
O 17.99 -10.45 -19.80
C 17.17 -11.59 -19.74
C 16.04 -11.58 -20.82
O 15.06 -10.57 -20.41
H 17.76 -9.84 -19.09
H 17.69 -12.55 -19.75
H 16.62 -11.48 -18.81
H 15.54 -12.54 -20.95
H 16.28 -11.39 -21.86
H 14.21 -10.72 -20.83
*
```

=====

The following is a quantum chemistry calculation of 3 unconnected molecules or ions with the total composition C3H9O4S at a distorted geometry, from OMol25.

energy relative to the best compared isomer or geometry (same formula, charge and spin)	0.0	kJ/mol
Kohn-Sham gap (spin up / spin down)	10.134 / 5.843	eV
<S²>	0.75
highest occupied orbital energy (spin up / spin down)	-9.8 / -9.8	eV

Structure (ORCA input):
```
! RIJCOSX wB97M-V def2-TZVPD def2/J DEFGRID3
* xyz 0 2
O 0.10 -0.90 1.63
C 0.40 -0.78 0.40
O 1.32 -1.33 -0.16
C -0.66 -0.01 -0.45
C -0.36 1.40 -0.92
S -1.41 2.00 -2.24
H -1.64 -0.04 0.00
H -0.66 -0.67 -1.32
H 0.71 1.56 -1.03
H -0.73 2.10 -0.16
H -1.37 1.01 -3.13
H 1.82 1.55 1.53
H 2.32 1.16 2.91
O 2.25 1.91 2.31
H -0.01 -2.83 -0.21
H -1.17 -3.06 0.89
O -0.92 -3.07 -0.03
*
```

=====

The following is a quantum chemistry calculation of a molecular structure, C34H36IN6O4PRe, from OMol25.

Kohn-Sham gap (spin up / spin down)	7.577 / 6.590	eV
<S²>	3.77
highest occupied orbital energy (spin up / spin down)	-13.9 / -14.2	eV

Structure (ORCA input):
```
! RIJCOSX wB97M-V def2-TZVPD def2/J DEFGRID3
* xyz 2 4
Re 0.08 -0.16 -0.52
C -3.69 0.83 1.95
C -2.40 0.91 2.72
N -2.45 1.20 4.01
C -1.31 1.27 4.71
C -0.06 1.08 4.17
C 1.16 1.13 5.07
O 1.99 -0.02 4.94
C 0.02 0.81 2.78
C 1.32 0.65 2.17
N 1.62 0.26 0.98
C 2.99 -0.20 0.81
C 3.80 -0.53 1.90
C 5.10 -0.97 1.70
C 5.62 -1.13 0.43
C 4.82 -0.87 -0.67
C 3.53 -0.42 -0.45
I 2.32 -0.16 -2.11
C -1.17 0.69 2.08
O -1.22 0.44 0.75
H -4.52 0.87 2.64
H -3.78 1.68 1.26
H -3.75 -0.08 1.36
H -1.42 1.46 5.77
H 1.78 1.99 4.84
H 0.82 1.25 6.10
H 1.64 -0.73 5.50
H 2.14 0.84 2.84
H 3.41 -0.49 2.90
H 5.70 -1.21 2.57
H 6.64 -1.47 0.29
H 5.19 -1.03 -1.67
O -0.93 -3.29 1.82
C -0.82 -2.69 0.80
O 0.20 -1.82 0.58
C -1.80 -2.81 -0.35
P -1.12 -1.94 -1.78
C -2.42 -1.64 -2.98
C -2.13 -0.96 -4.17
C -3.11 -0.75 -5.11
C -4.41 -1.21 -4.87
C -4.70 -1.89 -3.70
C -3.71 -2.11 -2.76
C 0.08 -3.07 -2.55
C 1.12 -3.62 -1.80
C 2.01 -4.51 -2.39
C 1.87 -4.85 -3.73
C 0.84 -4.31 -4.48
C -0.06 -3.42 -3.89
H -2.75 -2.38 -0.04
H -1.96 -3.86 -0.59
H -1.11 -0.64 -4.38
H -2.88 -0.24 -6.04
H -5.18 -1.04 -5.61
H -5.70 -2.25 -3.53
H -3.96 -2.65 -1.85
H 1.25 -3.37 -0.75
H 2.80 -4.95 -1.80
H 2.56 -5.55 -4.19
H 0.72 -4.58 -5.52
H -0.87 -3.03 -4.49
C -0.25 2.89 -0.62
N -0.60 1.68 -1.51
C -0.08 2.04 -2.89
N -0.63 3.27 -3.40
C -0.26 4.36 -2.49
N -0.78 4.12 -1.14
C -2.24 4.02 -1.23
N -2.64 2.93 -2.12
C -2.14 1.68 -1.62
C -2.09 3.18 -3.45
H 0.84 2.94 -0.57
H -0.66 2.70 0.37
H -0.32 1.22 -3.56
H 1.00 2.15 -2.81
H -0.66 5.29 -2.87
H 0.83 4.44 -2.45
H -2.64 4.95 -1.61
H -2.65 3.84 -0.23
H -2.41 0.87 -2.29
H -2.53 1.49 -0.63
H -2.49 4.11 -3.84
H -2.38 2.36 -4.12
*
```

=====

The following is a quantum chemistry calculation of CH2IOP in the gas phase at a distorted geometry, from OMol25.

energy relative to the best compared isomer or geometry (same formula, charge and spin)	158.8	kJ/mol
Kohn-Sham gap	8.192	eV
highest occupied orbital energy	-9.2	eV

Structure (ORCA input):
```
! RIJCOSX wB97M-V def2-TZVPD def2/J DEFGRID3
* xyz 0 1
C -0.57 -0.33 0.20
O 0.72 2.16 0.20
P 0.55 0.82 -0.26
I -0.55 -2.44 -0.35
H -1.68 -0.14 0.38
H 1.53 -0.07 -0.17
*
```